{
  "formula": "C36H32LuN6O9S3",
  "method": "wB97M-V/def2-TZVPD",
  "homo_energy_ha": -0.1840,
  "total_charge": -1,
  "species": ["Lu", "C", "C", "N", "N", "C", "S", "S", "C", "C", "C", "C", "C", "C", "C", "C", "C", "C", "C", "C", "C", "O", "H", "H", "H", "H", "H", "H", "H", "H", "H", "H", "H", "H", "H", "H", "O", "C", "C", "C", "C", "C", "C", "C", "C", "N", "H", "H", "H", "H", "H", "H", "H", "H", "H", "H", "H", "O", "C", "O", "C", "C", "N", "N", "C", "C", "O", "O", "H", "H", "H", "O", "C", "N", "S", "O", "O", "C", "C", "C", "C", "C", "C", "H", "H", "H", "H"],
  "xyz": [[-0.0705, 0.3299, -0.4634], [0.5162, -3.4447, 0.4369], [0.0670, -2.3129, 1.3177], [-1.0277, -1.6570, 1.0345], [-1.5730, -0.9814, 2.0944], [-2.0634, 0.1897, 2.0733], [-2.1304, 1.3770, 0.8394], [-2.7601, 0.6857, 3.6389], [-1.3723, 0.2203, 4.7632], [-1.8010, -0.8086, 5.7469], [-2.2785, -0.4276, 6.9947], [-2.6786, -1.3778, 7.9158], [-2.6098, -2.7229, 7.5956], [-2.1560, -3.1089, 6.3446], [-1.7568, -2.1592, 5.4222], [0.9273, -1.9362, 2.4283], [1.4804, -2.8488, 3.3186], [2.3580, -2.4417, 4.2990], [2.7277, -1.1001, 4.3642], [2.2002, -0.1769, 3.4961], [1.2618, -0.5442, 2.5014], [0.7511, 0.3192, 1.6942], [-0.3179, -3.9378, -0.0624], [1.0396, -4.1750, 1.0492], [1.2237, -3.0625, -0.3032], [-1.0600, 1.1413, 5.2549], [-0.5820, -0.1496, 4.1151], [-2.3367, 0.6248, 7.2331], [-3.0360, -1.0686, 8.8885], [-2.9175, -3.4682, 8.3167], [-2.1068, -4.1586, 6.0913], [-1.4124, -2.4484, 4.4403], [1.1664, -3.8843, 3.2674], [2.7652, -3.1596, 4.9964], [3.4425, -0.7809, 5.1122], [2.4899, 0.8632, 3.5461], [-0.5655, -1.7524, -1.6229], [-0.6178, -2.5048, -2.8295], [-1.9227, -3.2944, -2.9396], [-3.1143, -2.4432, -2.4725], [-3.0421, -1.0192, -2.9612], [-3.2687, -0.7130, -4.2975], [-3.2690, 0.6125, -4.6927], [-3.1060, 1.5862, -3.7217], [-2.8652, 1.1867, -2.4170], [-2.7817, -0.0858, -2.0462], [-1.0779, -2.2456, -0.9574], [0.2541, -3.1716, -2.8864], [-0.5441, -1.7959, -3.6545], [-1.8781, -4.2053, -2.3348], [-2.0516, -3.5959, -3.9805], [-3.1619, -2.4168, -1.3824], [-4.0388, -2.8988, -2.8340], [-3.4396, -1.5015, -5.0157], [-3.4080, 0.8785, -5.7317], [-3.1577, 2.6368, -3.9649], [-2.7498, 1.9178, -1.6262], [5.5302, 2.5820, -1.0164], [4.7876, 3.5327, -0.4983], [5.2178, 4.6475, -0.2893], [3.3777, 3.2076, -0.1715], [2.4934, 4.1037, 0.4122], [1.3220, 3.4710, 0.5502], [1.3803, 2.2288, 0.0909], [2.6131, 2.0246, -0.3519], [2.9596, 0.6401, -0.8732], [4.1186, 0.4537, -1.2767], [2.0333, -0.2041, -0.8365], [5.0324, 1.6931, -1.1402], [2.6541, 5.1187, 0.7115], [0.4442, 3.8125, 0.9220], [-0.3287, 2.7682, -1.7061], [0.1670, 2.1342, -2.6500], [0.1194, 0.8134, -2.7219], [0.7675, 0.2673, -4.1183], [-0.2873, -0.1642, -5.0106], [1.8195, -0.6807, -3.9209], [1.3375, 1.8578, -4.7054], [2.0167, 2.2319, -5.8394], [2.2407, 3.5884, -6.0440], [1.7918, 4.5280, -5.1258], [1.0982, 4.1377, -3.9891], [0.8703, 2.7849, -3.7914], [2.3658, 1.4892, -6.5385], [2.7742, 3.9096, -6.9266], [1.9827, 5.5781, -5.3033], [0.7372, 4.8615, -3.2739]],
  "forces_ev_per_angstrom": [[-0.084, -0.368, 1.116], [0.049, 0.267, -0.060], [-0.535, 0.096, -0.036], [0.320, -0.273, -0.440], [-0.024, -0.551, 0.931], [0.091, -0.125, -0.109], [-0.114, 0.420, -0.354], [0.101, 0.223, 0.340], [-0.393, 0.235, -0.402], [-0.020, -0.043, 0.185], [0.078, -0.023, -0.122], [-0.051, -0.045, 0.167], [-0.092, -0.061, 0.131], [0.036, -0.079, -0.037], [0.032, -0.024, 0.040], [-0.095, 0.434, 0.064], [-0.015, -0.021, 0.019], [0.107, -0.298, 0.135], [-0.011, 0.008, 0.052], [-0.049, 0.180, -0.136], [-0.100, -0.299, -0.137], [0.169, -0.124, -0.137], [0.005, 0.010, -0.024], [0.043, -0.061, 0.024], [0.048, -0.134, -0.031], [0.076, -0.070, 0.023], [0.012, 0.070, 0.097], [0.026, 0.125, 0.080], [-0.043, 0.009, 0.061], [-0.008, -0.039, 0.035], [-0.001, -0.081, -0.034], [0.055, -0.005, -0.114], [0.078, -0.094, -0.021], [0.011, -0.021, 0.063], [0.014, 0.032, 0.038], [0.008, 0.103, 0.002], [-0.139, -0.421, 0.472], [0.277, -0.215, -0.581], [0.140, 0.294, 0.247], [0.123, -0.074, -0.135], [-0.161, -0.102, -0.096], [-0.047, 0.094, 0.067], [-0.034, 0.016, 0.164], [-0.021, 0.004, -0.098], [-0.239, 0.083, -0.117], [-0.405, 0.150, -0.034], [0.168, 0.533, 0.129], [-0.120, 0.119, 0.027], [-0.126, -0.262, 0.168], [0.010, -0.036, -0.049], [0.053, -0.029, -0.024], [-0.041, 0.029, -0.026], [-0.035, -0.009, 0.076], [-0.003, -0.106, -0.046], [-0.028, 0.012, -0.027], [0.048, 0.094, -0.016], [0.104, 0.012, -0.062], [0.078, -0.435, -0.151], [-0.022, 0.219, 0.064], [0.028, 0.035, 0.009], [-0.330, -0.043, 0.061], [0.503, -0.289, -0.273], [-0.197, -0.248, -0.092], [0.341, -0.505, -0.327], [-0.124, 0.299, 0.295], [0.772, 0.695, 0.073], [-0.141, -0.039, 0.079], [-0.316, -0.390, 0.020], [-0.071, 0.386, 0.110], [0.017, 0.188, 0.107], [0.165, -0.129, -0.128], [-0.146, -0.365, -0.399], [-0.466, 1.600, 0.091], [0.479, -0.628, -0.682], [-0.127, -0.336, -1.029], [0.113, 0.305, 0.013], [0.270, 0.197, 0.278], [-0.461, -0.013, 0.823], [0.099, -0.181, -0.180], [0.004, -0.179, 0.035], [-0.055, 0.106, 0.025], [-0.076, -0.128, 0.052], [0.307, 0.301, -0.257], [0.064, -0.054, -0.131], [0.051, 0.031, -0.043], [0.008, 0.013, 0.011], [-0.021, 0.021, 0.097]]
}

{
  "formula": "C36H33BaN5O8S",
  "method": "wB97M-V/def2-TZVPD",
  "homo_energy_ha": -0.0437,
  "total_charge": -2,
  "species": ["Ba", "O", "C", "O", "C", "C", "C", "C", "C", "O", "C", "C", "O", "O", "H", "H", "H", "H", "H", "H", "H", "H", "O", "S", "O", "N", "C", "C", "C", "C", "C", "C", "C", "C", "N", "C", "C", "C", "C", "C", "C", "C", "H", "H", "H", "H", "H", "H", "H", "H", "H", "H", "H", "N", "C", "N", "C", "C", "O", "C", "C", "H", "H", "H", "H", "H", "H", "H", "H", "C", "C", "C", "C", "C", "C", "C", "C", "N", "H", "H", "H", "H", "H", "H"],
  "xyz": [[1.0661, 1.8416, 0.2016], [3.3076, 4.9599, 2.3471], [2.8233, 3.8620, 2.0472], [2.5143, 3.4400, 0.8974], [2.5171, 2.9047, 3.2407], [0.9987, 2.7177, 3.4509], [0.7635, 2.1923, 4.8809], [1.2518, 0.7269, 4.7382], [1.6335, 0.6855, 3.2448], [0.6747, 1.5724, 2.6621], [2.9668, 1.4237, 3.0461], [3.5969, 1.1382, 1.6433], [4.8042, 1.3520, 1.5208], [2.8067, 0.6402, 0.7845], [2.9794, 3.3659, 4.1114], [0.3853, 3.5718, 3.1681], [1.3228, 2.7610, 5.6233], [-0.2954, 2.2388, 5.1406], [2.1073, 0.4990, 5.3744], [0.4555, 0.0142, 4.9598], [1.5843, -0.2880, 2.7659], [3.7118, 1.1509, 3.7928], [0.0289, 3.8412, -0.3173], [-1.3037, 3.6183, 0.1932], [-1.6310, 4.2180, 1.4671], [-1.5666, 2.0650, 0.1283], [-2.7905, 1.5099, 0.3558], [-3.9922, 2.1902, 0.5642], [-5.1981, 1.5133, 0.7811], [-5.2657, 0.1454, 0.7787], [-4.0884, -0.5978, 0.5486], [-4.0682, -2.0091, 0.5141], [-2.8915, -2.6682, 0.2932], [-1.7195, -1.9100, 0.1041], [-1.7004, -0.6035, 0.1290], [-2.8493, 0.0690, 0.3442], [-2.3321, 4.4179, -1.0506], [-2.3375, 3.8828, -2.3301], [-3.0663, 4.5083, -3.3287], [-3.7828, 5.6645, -3.0453], [-3.7607, 6.2021, -1.7657], [-3.0293, 5.5787, -0.7648], [-3.9866, 3.2681, 0.5800], [-6.0965, 2.0941, 0.9606], [-6.1968, -0.3779, 0.9656], [-4.9971, -2.5493, 0.6653], [-2.8483, -3.7500, 0.2708], [-0.7631, -2.3894, -0.0674], [-1.7652, 2.9817, -2.5156], [-3.0721, 4.1001, -4.3314], [-4.3661, 6.1442, -3.8221], [-4.3125, 7.1093, -1.5517], [-2.9938, 5.9730, 0.2434], [1.4025, -2.0497, 0.9710], [1.7294, -3.1019, 0.6287], [2.1084, -4.3203, 0.2356], [1.8203, -4.7663, -1.1246], [2.7487, -5.9257, -1.4455], [2.6243, -6.9735, -0.4870], [2.9383, -6.5081, 0.8130], [2.0041, -5.3825, 1.2286], [1.9791, -3.9445, -1.8233], [0.7786, -5.1036, -1.2107], [3.7861, -5.5699, -1.4632], [2.4946, -6.3571, -2.4115], [3.9751, -6.1470, 0.8400], [2.8310, -7.3607, 1.4843], [2.2820, -4.9849, 2.2040], [0.9767, -5.7695, 1.2839], [0.5512, 0.9529, -2.9285], [0.9114, -0.3337, -3.2755], [2.2514, -0.6913, -3.6670], [2.5936, -1.9649, -4.0066], [1.6379, -3.0159, -4.0039], [0.3069, -2.6845, -3.6443], [-0.0425, -1.4141, -3.2978], [1.9913, -4.3334, -4.3338], [2.2743, -5.4317, -4.5872], [-0.5065, 1.1749, -2.8252], [1.2021, 1.7807, -3.1940], [3.0066, 0.0865, -3.6518], [3.6156, -2.1994, -4.2847], [-0.4395, -3.4728, -3.6521], [-1.0661, -1.1987, -3.0098]],
  "forces_ev_per_angstrom": [[-1.545, -3.763, -3.602], [-0.126, -0.104, -0.130], [0.426, 0.471, 0.864], [1.367, 1.664, 0.813], [0.134, 0.157, -0.440], [0.184, 0.542, 0.689], [-0.049, -0.048, -0.071], [-0.097, 0.059, -0.113], [0.547, -0.492, 0.589], [-0.294, -0.057, 0.885], [-0.128, 0.037, -0.465], [0.855, -0.421, 0.739], [-0.122, 0.084, 0.042], [2.837, -1.872, 1.010], [-0.062, -0.049, 0.045], [-0.054, -0.092, -0.098], [0.014, 0.034, -0.028], [-0.002, -0.020, -0.043], [-0.001, -0.017, 0.001], [0.001, 0.017, -0.015], [-0.075, 0.038, -0.055], [-0.020, -0.058, -0.013], [-0.967, 2.623, -0.499], [-2.294, 0.292, -0.255], [0.012, 0.231, -0.042], [-0.374, 0.963, -0.226], [-0.613, 0.181, 0.169], [0.545, -0.086, -0.016], [-0.178, -0.276, 0.017], [-0.145, 0.170, 0.051], [0.333, 0.081, -0.050], [0.081, -0.062, 0.003], [-0.198, -0.005, 0.054], [0.078, 0.112, -0.050], [0.304, -0.054, -0.017], [-0.338, -0.075, 0.013], [0.097, -0.030, 0.092], [0.034, -0.081, 0.061], [-0.001, -0.008, -0.028], [-0.035, 0.008, 0.036], [-0.023, 0.006, -0.079], [-0.004, -0.030, 0.191], [-0.046, 0.080, 0.078], [0.013, 0.009, -0.013], [-0.011, 0.019, -0.039], [0.005, -0.017, 0.005], [0.010, -0.001, -0.033], [-0.075, -0.033, -0.015], [-0.029, 0.005, -0.102], [-0.002, -0.038, 0.012], [0.032, 0.017, -0.017], [0.001, -0.004, 0.026], [-0.007, 0.008, -0.014], [-0.009, -0.084, 0.167], [-0.142, 0.027, -0.216], [0.127, -0.025, 0.303], [0.117, -0.100, -0.189], [-0.127, -0.039, -0.115], [0.024, 0.013, 0.310], [-0.124, -0.016, -0.130], [0.105, -0.144, -0.006], [-0.012, -0.048, 0.120], [-0.019, 0.059, 0.024], [0.002, 0.007, -0.032], [0.079, 0.125, 0.051], [-0.003, -0.008, 0.029], [0.030, 0.013, 0.039], [0.027, -0.012, 0.013], [-0.006, 0.049, -0.010], [-0.053, -0.333, -0.652], [-0.207, 0.680, 0.049], [0.226, -0.175, 0.035], [-0.060, 0.036, 0.032], [0.005, 0.180, -0.105], [-0.012, 0.081, 0.027], [-0.089, -0.344, 0.157], [0.022, -0.183, -0.233], [-0.018, 0.061, -0.039], [0.036, 0.015, 0.214], [0.088, -0.003, 0.246], [0.016, -0.027, -0.026], [0.017, 0.044, 0.015], [-0.042, 0.025, 0.023], [0.007, 0.015, -0.017]]
}

{
  "formula": "C36H33Cl2GdIN6O3",
  "method": "wB97M-V/def2-TZVPD",
  "homo_energy_ha": [-0.1542, -0.1398],
  "total_charge": -1,
  "spin_multiplicity": 8,
  "species": ["Gd", "N", "C", "C", "O", "N", "C", "C", "O", "O", "H", "H", "H", "H", "H", "H", "I", "C", "C", "C", "C", "N", "C", "H", "H", "H", "H", "N", "C", "C", "C", "C", "C", "C", "C", "C", "C", "C", "C", "C", "C", "H", "H", "H", "H", "H", "H", "H", "H", "H", "H", "C", "C", "C", "C", "C", "C", "C", "H", "H", "H", "H", "H", "H", "H", "N", "C", "C", "C", "C", "C", "N", "C", "H", "H", "H", "H", "Cl", "C", "Cl", "H", "H"],
  "xyz": [[-1.2219, -0.1702, -0.1748], [-0.0056, -2.8930, -0.1042], [-0.3376, -3.4860, -1.4060], [-1.7923, -3.1289, -1.7991], [-2.5269, -4.0343, -2.2058], [-2.0946, -1.8474, -1.6508], [-3.4979, -1.5719, -1.9432], [-3.9659, -0.2456, -1.3295], [-4.8687, 0.3810, -1.8858], [-3.3711, 0.1358, -0.2725], [0.9837, -3.0278, 0.1011], [-0.5138, -3.4126, 0.6110], [-0.2606, -4.5836, -1.4112], [0.3449, -3.0994, -2.1691], [-4.1286, -2.3788, -1.5382], [-3.6878, -1.5569, -3.0254], [-3.6336, 5.8886, -1.7028], [-3.1997, 3.9014, -2.2630], [-3.8012, 3.3554, -3.3833], [-3.4112, 2.0808, -3.7540], [-2.4793, 1.4134, -2.9771], [-1.9231, 1.9366, -1.8832], [-2.2752, 3.1715, -1.5425], [-4.5454, 3.8984, -3.9448], [-3.8347, 1.6078, -4.6248], [-2.1543, 0.4172, -3.2481], [-1.7940, 3.5883, -0.6675], [0.7411, -0.2498, 0.9642], [1.8845, 0.2289, 1.1134], [2.6906, 0.0286, 2.3508], [3.6949, 0.9163, 2.7246], [4.3909, 0.7256, 3.9041], [4.1086, -0.3625, 4.7125], [3.1083, -1.2509, 4.3480], [2.3951, -1.0475, 3.1836], [2.5636, 0.9742, -0.0007], [1.9557, 2.0542, -0.6347], [2.5402, 2.6207, -1.7542], [3.7106, 2.0893, -2.2754], [4.3114, 1.0034, -1.6595], [3.7463, 0.4545, -0.5229], [3.9269, 1.7650, 2.0967], [5.1595, 1.4277, 4.1953], [4.6585, -0.5096, 5.6317], [2.8848, -2.1015, 4.9784], [1.5915, -1.7096, 2.8933], [1.0131, 2.4305, -0.2484], [2.0733, 3.4679, -2.2401], [4.1526, 2.5094, -3.1689], [5.2186, 0.5777, -2.0683], [4.2000, -0.4067, -0.0479], [-1.4944, 1.7233, 1.6725], [-1.3853, 1.0195, 2.9233], [-0.2255, 1.0816, 3.7284], [-0.1422, 0.4111, 4.9274], [-1.2080, -0.3473, 5.3956], [-2.3700, -0.4073, 4.6367], [-2.4669, 0.2722, 3.4437], [-0.7913, 2.5573, 1.5991], [-2.5201, 2.0200, 1.4331], [0.6144, 1.6755, 3.3890], [0.7625, 0.4835, 5.5174], [-1.1425, -0.8798, 6.3350], [-3.2170, -0.9783, 4.9995], [-3.3905, 0.2495, 2.8765], [3.9922, -3.0016, -3.2966], [3.2374, -2.1350, -3.3701], [2.3173, -1.0832, -3.4700], [2.2160, -0.3131, -4.6459], [1.3210, 0.7335, -4.6500], [0.5359, 0.9618, -3.5287], [0.5821, 0.2029, -2.4203], [1.4732, -0.7687, -2.3945], [2.8298, -0.5423, -5.5036], [1.2346, 1.3844, -5.5085], [-0.1450, 1.7987, -3.5093], [1.5546, -1.3151, -1.4654], [-2.7772, -4.9577, 2.0385], [-3.0153, -3.3245, 2.6730], [-2.7638, -2.0864, 1.3958], [-2.2959, -3.1544, 3.4721], [-4.0439, -3.2550, 3.0271]],
  "forces_ev_per_angstrom": [[2.197, 0.640, 0.030], [0.139, -0.079, -0.186], [-0.433, -0.389, -0.032], [0.835, -0.321, -0.023], [-0.142, -0.197, -0.105], [-0.705, 0.268, -0.193], [0.044, -0.100, -0.067], [-1.043, -0.453, -0.946], [-0.091, -0.106, 0.069], [-0.978, 0.304, 0.714], [-0.182, 0.164, 0.054], [0.101, 0.258, -0.073], [-0.026, 0.237, -0.070], [-0.065, -0.019, 0.057], [-0.019, 0.155, -0.071], [-0.109, 0.062, 0.155], [0.065, -0.383, -0.032], [-0.137, 0.529, 0.008], [0.192, -0.239, 0.014], [0.043, 0.216, 0.000], [0.034, 0.260, -0.100], [-0.047, -0.173, -0.330], [0.085, 0.122, 0.261], [-0.023, 0.064, -0.043], [-0.075, -0.127, -0.016], [-0.052, -0.141, 0.035], [-0.038, -0.013, 0.097], [0.485, 0.117, 0.123], [-0.158, -0.157, -0.041], [0.206, -0.037, 0.318], [-0.090, -0.097, -0.051], [0.144, 0.032, 0.169], [0.068, 0.043, 0.139], [0.007, -0.085, 0.050], [0.088, 0.001, -0.101], [0.114, -0.007, -0.146], [0.182, 0.032, 0.290], [0.015, 0.107, 0.025], [0.078, 0.063, -0.110], [0.137, -0.045, -0.045], [-0.062, 0.178, 0.100], [-0.001, 0.057, -0.090], [0.073, 0.060, 0.029], [0.053, -0.026, 0.060], [-0.035, -0.027, 0.043], [-0.090, 0.001, -0.051], [0.026, -0.035, 0.010], [-0.048, 0.045, -0.021], [0.010, 0.075, -0.042], [0.036, -0.023, -0.057], [0.060, -0.002, 0.060], [-0.359, 0.196, -0.381], [-0.108, -0.033, 0.897], [-0.263, 0.052, -0.393], [0.026, -0.049, 0.243], [-0.002, -0.175, 0.032], [0.005, -0.078, 0.253], [0.127, 0.356, -0.371], [0.045, -0.158, -0.254], [0.160, -0.047, -0.069], [0.021, -0.014, -0.044], [0.074, 0.001, -0.001], [0.036, 0.002, 0.060], [-0.078, -0.001, 0.030], [0.007, -0.010, 0.004], [-0.105, 0.172, -0.004], [0.918, -1.093, 0.136], [-1.141, 1.477, -0.628], [0.021, -0.565, 0.793], [-0.137, 0.121, 0.043], [0.213, -0.370, 0.199], [-0.231, 0.389, -0.671], [0.444, -0.305, -0.150], [0.090, -0.003, -0.036], [-0.048, 0.005, -0.017], [-0.021, -0.012, 0.017], [-0.056, -0.095, 0.105], [0.063, -0.061, -0.029], [0.252, 0.343, -0.063], [-0.938, -1.080, 0.701], [-0.123, 0.078, -0.132], [0.236, 0.143, -0.143]]
}